Computed, not measured: a structure of composition F10K4N5NaO20S10 in a non-equilibrium geometry, with wB97M-V/def2-TZVPD.

Each line ends with the natural charge from an NBO analysis.
Geometry (Å):
Na -2.61085 0.72497 -1.47744  0.9698
K -1.13935 -0.71902 -3.98032  0.9854
K 4.16576 -2.17019 -1.05600  0.9831
K 0.28731 -1.79241 3.40148  0.9894
K -1.17899 -5.49506 -0.95417  0.9861
N 5.31376 -0.97221 1.13289  -1.1371
S 4.95314 -1.67687 2.60656  2.3474
O 3.58477 -2.18009 2.86232  -0.9366
O 5.76925 -1.21004 3.70135  -0.8339
F 5.76504 -2.93885 2.06920  -0.5149
S 4.57337 0.28248 1.49035  2.3736
O 5.30860 1.28616 2.20623  -0.8315
O 3.08752 0.20862 1.48520  -0.9076
F 4.78186 0.85586 -0.01766  -0.5447
N 1.52391 6.07787 0.85444  -1.0219
S 2.10809 4.90257 0.04615  2.3567
O 3.54313 4.58805 0.05857  -0.8877
O 1.35608 4.55664 -1.14356  -0.9415
F 1.62309 3.69933 1.10303  -0.5463
S 2.39813 7.11774 -0.07186  2.3490
O 2.24627 7.23701 -1.52641  -0.8785
O 3.66504 7.34731 0.52055  -0.8968
F 1.50388 8.40993 0.41929  -0.5280
N -3.00060 -0.41252 2.52793  -1.1411
S -2.77563 1.05641 2.55131  2.4705
O -3.40580 1.68591 3.66900  -0.8887
O -2.64198 1.72645 1.29953  -0.9442
F -1.22787 0.92239 3.00049  -0.5429
S -4.46172 -0.40099 1.64499  2.3716
O -4.44461 0.11153 0.26004  -0.9622
O -5.68176 -0.16588 2.39357  -0.8386
F -4.39995 -1.99667 1.36751  -0.5058
N -0.28680 -0.17859 -1.57263  -1.2095
S 0.93557 0.57543 -1.03810  2.3505
O 2.27216 -0.08896 -1.12139  -0.9170
O 0.71220 1.55897 0.06693  -0.7462
F 0.90798 1.63248 -2.34971  -0.5102
S -0.13725 -1.47796 -0.50884  2.3769
O 0.67615 -1.43076 0.72073  -0.8525
O -0.37610 -2.75510 -1.16618  -0.9617
F -1.66189 -1.32224 0.05345  -0.5030
N -3.23004 -4.94806 -2.53184  -1.1426
S -3.35689 -4.37105 -3.83285  2.3850
O -2.49951 -3.23574 -4.23912  -0.9748
O -4.65476 -4.59040 -4.60147  -0.8295
F -2.62618 -5.65618 -4.43640  -0.5236
S -4.19367 -3.75173 -1.83576  2.3072
O -5.64373 -3.91938 -1.96160  -0.7788
O -3.65090 -2.38348 -1.75999  -0.8920
F -3.77521 -4.32367 -0.32980  -0.5305

maximum force = 0.3155 Eh/bohr
energy relative to the best compared isomer or geometry (same formula, charge and spin) = 889.9 kJ/mol
E_HOMO = -7.87 eV
frontier orbital gap = 5.0 eV
net charge = 0
LUMO energy = -0.106 Eh
electronic energy = -253636.3857 eV